# 1
# CH2NO4S

A 2-piece molecular cluster, CH2NO4S overall (ωB97M-V/def2-TZVPD, the OMol25 dataset).

The energy above the lowest of the compared OMol25 structures with the same formula, charge and spin is 5.617 eV. The highest occupied orbital energy (spin up / spin down) is -0.158 / -0.158 Eh. The gap between HOMO and LUMO (spin up / spin down) comes out at 7.82 / 7.82 eV. The net charge is -1. The calculation puts the calculated total energy at -21581.0751 eV.

XYZ file:
```
9
Properties=species:S:1:pos:R:3:forces:R:3:nbo_charge:R:1
C -0.439 0.606 0.140 0.8 -2.6 -6.7 -0.48
N 0.072 1.890 0.140 2.0 2.1 1.3 0.43
O -2.849 0.276 -1.404 0.6 -0.7 2.9 -0.98
O -0.156 2.519 1.197 -0.2 -0.1 -0.6 -0.46
O 0.797 2.411 -0.763 -1.8 -1.4 1.0 -0.46
O -2.453 -1.068 0.763 0.0 -0.4 -0.6 -1.00
S -2.541 0.231 0.090 -0.4 1.5 -2.5 1.53
H -0.394 -0.065 0.958 0.9 0.2 0.9 0.24
H 0.109 0.055 -1.168 -1.9 1.4 4.3 0.16
```
Forces are in eV/Å.



# 2
# C4H9NS

A 2-piece molecular cluster, C4H9NS overall (ωB97M-V/def2-TZVPD, the OMol25 dataset).

The energy above the lowest of the compared OMol25 structures with the same formula, charge and spin is 3.669 eV. The highest occupied orbital energy is -0.283 Eh. The gap between HOMO and LUMO comes out at 8.32 eV. The calculation puts the calculated total energy at -16615.7851 eV.

XYZ file:
```
15
Properties=species:S:1:pos:R:3:forces:R:3:nbo_charge:R:1
C 1.115 -1.411 0.514 2.8 0.7 0.9 0.01
C 0.169 -1.833 1.581 -1.1 0.5 1.6 -0.67
C -0.639 0.220 -2.287 -0.8 -0.5 1.5 -0.71
C 0.084 -0.996 -1.690 0.4 1.5 0.1 0.16
N 0.607 -1.005 -0.567 0.0 -0.5 -1.4 -0.35
S -0.814 3.098 1.506 0.3 0.7 0.2 -0.26
H 2.292 -1.166 0.705 -3.1 -0.9 -0.4 0.20
H 0.541 -2.177 2.558 0.6 0.3 -0.5 0.23
H -0.436 -0.942 1.800 0.1 0.0 0.3 0.22
H -0.630 -2.548 1.367 0.4 -0.3 -0.9 0.23
H -1.667 -0.169 -2.075 0.3 0.8 -0.3 0.24
H -0.540 0.172 -3.339 0.1 0.0 -1.1 0.23
H -0.541 1.312 -1.964 0.2 -1.6 0.2 0.21
H -2.005 2.584 1.359 -1.3 0.2 0.1 0.13
H -0.456 1.911 1.109 1.0 -0.9 -0.3 0.13
```
Forces are in eV/Å.



# 3
# H18O9

A 9-piece molecular cluster, H18O9 overall (ωB97M-V/def2-TZVPD, the OMol25 dataset).

The energy above the lowest of the compared OMol25 structures with the same formula, charge and spin is 3.617 eV. The highest occupied orbital energy is -0.373 Eh. The gap between HOMO and LUMO comes out at 9.97 eV. The calculation puts the calculated total energy at -18718.5182 eV.

XYZ file:
```
27
Properties=species:S:1:pos:R:3:forces:R:3:nbo_charge:R:1
H 1.048 0.370 0.268 0.1 0.6 0.1 0.46
H -0.089 0.476 -0.735 -0.1 0.3 0.0 0.46
H 4.378 0.065 -1.313 -0.1 0.0 -0.1 0.47
H 4.319 1.550 -1.629 -0.1 0.0 0.0 0.46
H 1.242 -1.884 2.952 0.1 0.1 0.1 0.46
H 2.529 -1.888 2.143 0.0 0.0 -0.1 0.48
H -4.407 0.041 0.042 -0.1 0.0 -0.1 0.47
H -4.693 0.931 1.241 -0.1 0.1 -0.1 0.47
H -2.883 1.024 -2.304 0.0 0.1 0.0 0.46
H -3.421 2.443 -2.383 0.1 0.0 0.1 0.47
H 2.721 3.257 1.738 -0.1 -0.1 0.0 0.47
H 1.557 4.233 1.790 -0.1 -0.1 0.0 0.47
H 0.206 -1.838 -1.870 0.4 -0.1 -0.1 0.45
H 1.216 -1.086 -2.721 0.1 0.0 0.1 0.48
H 0.857 -2.823 0.371 0.1 -0.1 0.0 0.45
H 1.261 -1.363 0.254 0.2 -0.1 -0.2 0.46
H -2.784 -2.454 1.293 -0.2 0.0 -0.1 0.47
H -3.422 -1.077 1.376 0.1 0.1 0.0 0.47
O 0.848 0.673 -0.625 -0.2 -0.4 0.0 -0.91
O 3.782 0.749 -1.638 0.3 0.0 0.1 -0.93
O 2.013 -1.342 2.748 -0.1 0.0 0.0 -0.94
O -4.208 0.910 0.409 0.0 -0.2 0.3 -0.93
O -2.731 1.914 -1.967 0.0 -0.1 -0.3 -0.93
O 1.794 3.322 1.994 0.1 0.2 0.0 -0.93
O 0.944 -1.977 -2.474 -0.5 0.1 -1.0 -0.93
O 1.515 -2.247 -0.034 0.0 -0.3 1.0 -0.92
O -3.592 -1.977 1.075 0.2 0.0 0.1 -0.95
```
Forces are in eV/Å.



# 4
# C26H49Br2IN5O5PSi2

C26H49Br2IN5O5PSi2 as an isolated structure (ωB97M-V/def2-TZVPD, the OMol25 dataset).

The highest occupied orbital energy is -0.174 Eh. The gap between HOMO and LUMO comes out at 2.92 eV. The calculation puts the calculated total energy at -218671.5706 eV.

XYZ file:
```
91
Properties=species:S:1:pos:R:3:forces:R:3:mulliken_charge:R:1
C -1.074 -2.058 2.106 -0.2 0.3 0.0 -0.58
C -2.238 -1.398 2.192 -0.7 -0.1 -0.8 -0.24
C -3.507 -2.211 1.910 0.4 1.2 -1.0 0.51
O -3.597 -3.323 2.292 -0.1 -1.4 0.7 -0.45
O -4.573 -1.675 1.206 1.3 0.4 -0.1 -0.42
C -4.151 -1.173 -0.070 -1.2 0.7 -0.5 -0.17
C -4.826 -2.019 -1.202 0.1 0.8 -0.4 -0.94
C -3.869 -2.326 -2.397 -0.3 -0.3 0.4 -0.16
C -2.502 -2.925 -1.974 0.2 -0.6 -1.0 -0.14
C -1.556 -3.295 -3.187 0.4 0.7 0.8 -0.74
C -0.441 -2.211 -3.386 0.1 -1.3 -0.9 -1.00
N -0.997 -0.866 -3.610 -1.5 -0.2 -1.7 0.78
N -0.807 0.249 -2.897 1.6 0.9 2.6 0.22
C -1.476 1.307 -3.381 -1.2 -1.9 -1.9 0.22
N -1.478 2.557 -2.912 -0.3 -0.5 1.3 0.57
C -0.595 2.801 -1.734 1.1 -0.3 -0.1 -1.19
C 0.909 2.743 -2.158 0.3 0.4 -0.3 -0.45
C 1.270 3.820 -3.249 1.3 0.0 1.0 -0.44
C 2.072 3.232 -4.426 -0.4 0.6 -0.2 0.43
O 1.558 3.223 -5.503 -0.6 -0.4 -0.9 -0.53
O 3.347 2.767 -4.274 -1.1 -0.3 1.3 -0.38
C 3.556 1.485 -4.899 1.4 -0.3 -1.4 0.19
C 4.035 1.592 -6.381 -0.7 -0.7 0.0 -1.09
P -2.441 3.879 -3.617 -0.1 1.0 -1.7 0.05
O -3.755 3.244 -4.391 0.6 0.2 1.6 -0.39
I -3.447 5.164 -1.740 0.0 -0.6 0.0 -0.07
N -2.161 0.828 -4.472 0.5 0.1 0.4 -0.41
C -1.837 -0.461 -4.596 -1.0 0.7 0.0 -0.53
C -2.395 -1.258 -5.752 1.1 0.2 1.0 -0.33
Br -4.252 -1.744 -5.755 0.9 0.4 -0.1 -0.02
C -1.563 -1.557 -6.749 -0.5 -0.7 -0.7 0.63
C -2.000 -2.332 -7.996 0.9 0.9 -0.1 -1.30
Br 0.285 -0.955 -6.667 -1.0 -0.3 -0.3 -0.13
H -0.228 -1.789 2.756 0.0 0.3 -1.1 0.30
H -1.028 -2.869 1.358 0.1 -0.3 1.4 0.22
H -2.322 -0.322 2.404 -0.1 -0.7 0.9 0.43
H -3.052 -1.102 -0.173 -0.5 -0.3 0.3 0.00
H -4.536 -0.129 -0.135 0.3 -0.6 0.0 0.38
H -5.639 -1.374 -1.608 0.4 -0.6 0.2 0.30
H -5.344 -2.917 -0.813 0.7 0.4 0.0 0.40
H -3.804 -1.409 -3.015 0.3 -0.4 0.4 -0.11
H -4.370 -3.089 -3.033 0.3 0.5 0.3 0.41
H -1.897 -2.268 -1.317 -0.5 -0.4 -0.1 -0.07
H -2.718 -3.880 -1.454 0.2 0.7 0.1 0.50
H -2.099 -3.441 -4.140 0.2 0.0 0.5 0.37
H -0.998 -4.227 -2.949 -0.4 0.5 -0.3 0.42
H 0.310 -2.248 -2.575 -0.6 0.5 -0.2 0.52
H 0.111 -2.463 -4.319 -0.2 0.3 0.6 0.26
H -0.216 0.243 -2.070 -0.1 -0.2 -0.3 0.36
H -0.803 3.779 -1.269 -0.1 -0.5 -0.4 0.43
H -0.786 2.022 -0.959 -0.1 0.6 -0.4 0.33
H 1.558 2.905 -1.273 -0.6 -0.2 -0.4 0.64
H 1.201 1.757 -2.574 -0.3 0.4 0.4 0.19
H 1.924 4.567 -2.749 -0.5 -0.2 -0.3 0.44
H 0.381 4.332 -3.657 0.5 -0.4 0.0 0.19
H 4.403 1.020 -4.353 -0.8 0.3 0.0 0.35
H 2.658 0.835 -4.843 0.4 0.5 0.1 -0.14
H 4.263 0.556 -6.727 0.0 0.6 0.3 0.34
H 3.221 1.940 -7.048 0.6 0.1 0.5 0.27
H 4.950 2.198 -6.487 -0.5 -0.2 0.1 0.33
H -4.525 3.198 -3.794 0.1 -0.2 -0.4 0.32
H -2.798 -3.059 -7.777 0.5 0.3 0.0 0.44
H -1.100 -2.789 -8.447 -0.7 0.0 0.2 0.38
H -2.383 -1.579 -8.720 0.1 -0.5 0.3 0.29
C 1.783 1.569 4.221 -0.6 0.0 -0.1 -1.00
Si 1.772 0.829 5.969 2.3 -0.4 0.4 0.13
C 0.635 -0.679 5.925 -0.6 0.2 -0.3 -0.89
C 1.003 2.118 7.113 -0.6 0.1 -0.3 -1.04
N 3.367 0.443 6.377 -0.9 -0.2 0.6 -0.19
Si 3.802 -0.249 7.866 0.0 0.8 -1.9 0.15
C 3.017 -1.943 8.155 0.2 -0.2 0.5 -1.04
C 3.389 0.852 9.344 0.2 -0.3 0.5 -1.04
C 5.678 -0.497 7.864 -0.1 -0.2 0.4 -1.02
H 0.765 1.838 3.909 0.0 0.1 -0.1 0.23
H 2.400 2.469 4.190 0.0 0.0 0.0 0.24
H 2.182 0.847 3.503 0.1 0.0 0.0 0.23
H -0.313 -0.426 5.429 -0.1 -0.1 0.0 0.26
H 0.392 -1.030 6.930 0.0 0.0 0.0 0.29
H 1.097 -1.500 5.371 0.1 0.0 0.1 0.23
H 1.684 2.958 7.264 0.1 -0.1 0.0 0.25
H 0.751 1.693 8.087 0.1 0.0 0.0 0.30
H 0.074 2.513 6.681 0.0 0.1 0.1 0.33
H 1.955 -1.859 8.393 0.0 0.0 0.0 0.30
H 3.501 -2.450 8.999 -0.1 -0.1 0.0 0.36
H 3.130 -2.578 7.274 0.0 0.1 0.0 0.24
H 3.724 1.877 9.170 0.0 0.0 -0.1 0.25
H 3.890 0.484 10.248 0.0 0.1 0.1 0.35
H 2.317 0.865 9.551 0.0 0.1 0.0 0.31
H 6.190 0.459 7.736 0.0 0.0 0.0 0.25
H 5.975 -1.164 7.052 0.0 0.0 0.0 0.24
H 6.010 -0.939 8.810 0.1 0.0 0.0 0.27
```
Forces are in eV/Å.



# 5
# C31H62BN6O7S

A 4-piece molecular cluster, C31H62BN6O7S overall (ωB97M-V/def2-TZVPD, the OMol25 dataset).

The highest occupied orbital energy is -0.341 Eh. The gap between HOMO and LUMO comes out at 4.21 eV. The net charge is +1. The calculation puts the calculated total energy at -67922.6092 eV.

XYZ file:
```
108
Properties=species:S:1:pos:R:3:forces:R:3:mulliken_charge:R:1
C 1.729 -8.283 9.086 0.4 0.7 0.2 0.24
C 0.796 -7.698 8.611 -0.7 -0.3 0.3 -1.26
C -0.406 -6.993 8.264 2.2 0.3 0.0 0.58
N -1.542 -7.640 8.291 -0.4 -1.5 0.4 0.51
N -2.749 -7.207 7.983 1.1 0.7 0.0 -0.97
C -2.709 -5.937 7.653 -2.1 1.6 -0.7 -0.40
C -4.069 -5.351 7.290 -0.8 -0.6 0.1 -0.93
S -4.811 -4.493 8.739 0.3 0.1 0.6 -0.10
C -6.490 -5.200 8.870 -0.5 0.0 -1.7 -0.45
C -7.385 -4.602 7.714 0.1 -0.5 0.6 -0.90
C -1.587 -5.059 7.603 0.8 -0.7 0.3 0.97
B -1.681 -3.507 7.210 0.4 0.9 -0.9 0.51
O -2.630 -2.628 7.699 0.7 -0.9 0.5 -0.51
N -0.640 -3.023 6.289 -0.8 0.7 0.3 0.12
C -1.237 -2.642 4.990 0.6 -0.2 -1.2 -1.05
C -0.059 -1.799 6.892 0.1 -0.1 0.5 -1.17
C -0.332 -5.622 7.906 -1.7 0.1 -0.2 0.43
C 0.920 -4.949 7.899 0.0 0.0 -0.3 -0.74
C 2.000 -4.441 7.784 0.1 -0.2 0.4 0.07
H 2.651 -8.542 9.572 -0.2 -0.4 -0.2 0.45
H -1.508 -8.613 8.589 -0.1 0.1 -0.1 0.29
H -4.035 -4.724 6.391 0.2 0.1 0.4 0.47
H -4.771 -6.168 7.062 0.4 0.1 0.0 0.60
H -6.956 -4.948 9.826 0.7 0.0 0.0 0.36
H -6.447 -6.293 8.764 0.1 0.3 0.3 0.30
H -7.933 -5.396 7.191 0.1 0.2 0.1 0.27
H -6.746 -4.074 6.998 -0.4 0.0 0.1 0.27
H -8.129 -3.924 8.148 0.3 0.0 -0.3 0.31
H -2.319 -2.217 8.516 -0.5 0.2 0.0 0.32
H -0.440 -2.663 4.211 -0.5 0.0 0.4 0.27
H -1.657 -1.621 4.978 0.0 -0.3 0.3 0.32
H -2.037 -3.324 4.661 0.3 0.0 0.2 0.32
H 0.103 -1.980 7.969 0.2 0.1 -0.3 0.41
H 0.907 -1.534 6.443 -0.2 -0.2 0.0 0.23
H -0.725 -0.923 6.814 0.1 -0.2 -0.1 0.36
H 2.995 -4.046 7.775 -0.2 0.0 -0.1 0.44
C 0.704 -2.286 1.177 -0.1 0.2 0.1 -0.79
O 1.340 -1.892 2.382 0.0 -0.3 -0.2 -0.13
C 2.670 -2.387 2.520 0.2 0.2 0.4 -0.86
C 3.693 -1.277 2.354 -0.2 0.0 -0.3 -0.22
N 3.757 -0.814 0.973 0.0 0.1 0.2 -0.14
C 4.495 0.437 0.786 -0.1 -0.1 -0.1 -0.50
C 3.997 1.688 1.514 0.3 0.1 -0.1 -0.73
O 2.756 2.194 1.045 0.0 -0.1 0.2 -0.43
C 1.607 1.545 1.558 -0.1 0.3 -0.2 -0.44
H -0.358 -2.056 1.271 0.0 0.0 0.1 0.25
H 1.094 -1.733 0.318 0.0 -0.1 -0.1 0.21
H 0.811 -3.360 1.002 0.0 0.0 -0.1 0.42
H 2.865 -3.219 1.838 -0.1 0.1 -0.1 0.41
H 2.751 -2.773 3.541 0.0 0.0 0.0 0.37
H 4.678 -1.650 2.649 0.0 0.0 0.0 0.40
H 3.414 -0.469 3.042 0.0 -0.1 0.2 0.18
H 2.816 -0.672 0.632 0.0 0.0 0.0 -0.13
H 4.481 0.644 -0.286 0.1 0.1 0.0 0.19
H 5.542 0.267 1.056 0.0 0.0 0.1 0.47
H 4.724 2.481 1.318 0.0 0.0 0.0 0.38
H 3.974 1.565 2.603 -0.1 -0.1 0.0 0.46
H 1.749 1.205 2.586 0.1 -0.1 0.0 0.28
H 1.317 0.709 0.916 -0.1 -0.1 0.2 0.06
H 0.786 2.262 1.542 0.1 0.0 0.0 0.33
C 3.893 2.839 -2.191 0.1 0.0 -0.1 -0.49
O 3.789 1.498 -2.647 -0.1 0.2 0.3 -0.42
C 2.665 0.793 -2.131 -0.1 -0.4 -0.2 -0.66
C 1.612 0.576 -3.204 0.1 0.3 0.0 -0.19
N 0.956 1.826 -3.571 0.1 -0.1 -0.2 -0.31
C 0.149 1.750 -4.790 0.0 0.2 0.2 -0.87
C 0.840 1.367 -6.100 -0.3 0.0 -0.1 -0.55
O 1.739 2.344 -6.598 0.1 -0.2 0.2 -0.35
C 3.029 2.330 -6.009 0.0 0.3 -0.2 -0.67
H 4.885 3.203 -2.456 0.0 -0.1 -0.1 0.23
H 3.155 3.485 -2.676 0.0 0.1 0.1 0.30
H 3.777 2.902 -1.108 -0.1 0.0 0.0 0.13
H 2.244 1.286 -1.250 0.0 0.2 -0.1 0.32
H 3.035 -0.189 -1.815 0.0 0.0 0.0 0.40
H 0.857 -0.125 -2.831 0.0 0.0 0.0 0.38
H 2.112 0.113 -4.063 0.0 -0.2 0.1 0.21
H 1.660 2.538 -3.709 0.0 0.0 0.1 0.07
H -0.298 2.738 -4.930 -0.1 0.0 -0.1 0.47
H -0.678 1.055 -4.613 0.0 -0.1 0.0 0.40
H 0.057 1.280 -6.859 0.0 0.0 0.0 0.38
H 1.325 0.385 -6.055 0.1 0.0 0.1 0.43
H 3.349 1.321 -5.740 0.0 0.0 0.1 0.34
H 3.062 2.987 -5.137 0.1 -0.1 0.1 0.13
H 3.731 2.731 -6.740 -0.1 0.0 -0.1 0.39
C 1.092 5.941 -7.853 0.0 0.1 -0.2 -0.46
O 0.621 5.323 -9.035 0.0 0.0 0.3 -0.38
C -0.039 4.080 -8.812 -0.2 -0.2 -0.4 -0.58
C -1.537 4.204 -9.032 0.1 0.3 0.2 -0.19
N -2.170 4.998 -7.983 -0.1 0.0 -0.2 -0.25
C -3.544 5.406 -8.279 0.2 0.0 0.2 -0.70
C -3.799 6.269 -9.515 -0.3 0.0 0.1 -0.49
O -3.287 7.588 -9.429 0.1 -0.2 -0.1 -0.43
C -1.908 7.718 -9.726 -0.2 0.3 0.1 -0.51
H 1.765 6.747 -8.144 0.0 0.0 -0.1 0.26
H 0.272 6.378 -7.273 0.1 0.0 0.1 0.28
H 1.646 5.235 -7.228 -0.1 0.0 0.0 0.08
H 0.190 3.672 -7.826 0.0 0.1 0.0 0.11
H 0.357 3.382 -9.555 0.0 0.0 0.0 0.39
H -1.983 3.205 -9.039 0.0 0.0 0.0 0.42
H -1.686 4.650 -10.023 0.0 -0.1 -0.1 0.16
H -1.623 5.835 -7.831 0.0 0.0 0.0 0.03
H -3.896 5.966 -7.408 -0.1 0.0 0.0 0.37
H -4.163 4.505 -8.344 0.0 0.0 -0.1 0.40
H -4.883 6.386 -9.605 0.0 0.0 0.0 0.36
H -3.471 5.788 -10.444 0.2 0.0 0.0 0.34
H -1.582 7.011 -10.493 0.0 -0.1 0.1 0.28
H -1.306 7.604 -8.822 0.2 -0.1 -0.1 0.15
H -1.743 8.730 -10.098 -0.1 0.0 0.0 0.31
```
Forces are in eV/Å.



| no. | F_max (eV/Å) |
| --- | --- |
| 1 | 7.18 |
| 2 | 3.24 |
| 3 | 1.09 |
| 4 | 3.21 |
| 5 | 2.75 |